# 1
Below is a structure of composition C30H41NOSeSiV at a distorted geometry, with properties calculated with ωB97M-V/def2-TZVPD.

orbital gap (alpha / beta): 7.197 / 6.682 eV
max |F|: 1.091 eV/A
total charge: 0
2S+1: 2
⟨S²⟩: 0.756

Cartesian coordinates (Å):
Se  -1.670  0.513  -2.266
V  -0.711  -0.948  -0.647
Si  1.790  -1.355  0.377
O  -2.885  -2.111  -1.317
N  -0.780  -1.950  1.179
C  1.644  0.507  0.537
C  -0.882  5.186  -1.815
C  -2.108  -4.311  -1.893
C  -1.457  -0.695  1.590
C  -1.995  -3.278  2.899
C  -2.980  -3.148  -2.302
C  4.586  -0.918  0.836
C  1.472  2.490  1.934
C  -1.619  4.503  -0.862
C  1.467  3.297  0.799
C  -0.396  4.458  -2.892
C  1.548  2.724  -0.456
C  -0.607  6.661  -1.690
C  1.629  1.339  -0.587
C  -2.545  -1.943  3.443
C  -2.774  -0.937  2.317
C  6.173  -2.607  1.478
C  5.153  -3.549  1.495
C  1.062  -1.868  -1.223
C  1.561  1.116  1.801
C  3.856  -3.170  1.179
C  3.545  -1.849  0.844
C  -1.364  2.416  -2.043
C  -2.690  2.509  0.141
C  -1.877  3.137  -0.959
C  0.621  -2.105  1.692
C  -0.612  3.090  -3.021
C  0.003  2.406  -4.217
C  -1.616  -3.144  1.430
C  5.888  -1.291  1.146
H  -2.737  -4.073  2.990
H  0.719  -1.682  2.698
H  -3.471  -2.102  3.996
H  -1.060  -4.011  1.074
H  4.378  0.117  0.591
H  -0.785  -0.103  2.211
H  1.581  0.504  2.697
H  1.038  2.730  -4.342
H  -3.408  3.228  0.537
H  -2.042  2.209  0.971
H  -1.073  -3.985  -1.777
H  -2.019  5.047  -0.012
H  -0.885  7.193  -2.601
H  -0.013  1.324  -4.128
H  -3.026  -1.251  -1.752
H  -1.700  -0.047  0.688
H  -3.232  1.631  -0.206
H  5.370  -4.579  1.752
H  -3.129  0.016  2.713
H  -1.833  -1.510  4.151
H  -2.143  -5.090  -2.656
H  1.407  2.937  2.919
H  -0.533  2.672  -5.132
H  -3.533  -1.292  1.617
H  -4.024  -3.460  -2.392
H  0.830  -3.173  1.791
H  0.186  4.964  -3.656
H  -2.658  -2.757  -3.271
H  -1.127  -3.595  3.481
H  -2.447  -4.744  -0.951
H  1.606  -1.468  -2.082
H  6.680  -0.553  1.131
H  3.077  -3.927  1.183
H  1.034  -2.962  -1.292
H  1.663  0.904  -1.580
H  0.454  6.851  -1.515
H  -2.505  -3.058  0.810
H  7.186  -2.899  1.724
H  1.388  4.373  0.897
H  1.524  3.350  -1.338
H  -1.166  7.096  -0.861

Cartesian forces (eV/Å) of the 3 atoms listed first:
-0.269 0.676 -0.436
-0.332 0.058 -1.037
0.199 -0.266 0.243

Mulliken population analysis, charges in e, atoms 1 to 6: number 1, Se, carries -0.4774; number 2, V, carries 0.1043; number 3, Si, carries -0.0474; number 4, O, carries -0.3188; number 5, N, carries 0.6903; number 6, C, carries 1.0857



# 2
Below is the molecule C30H42BBrFNO9P2S2 at a distorted geometry, with properties calculated with ωB97M-V/def2-TZVPD.

orbital gap: 6.662 eV
max |F|: 6.454 eV/A
SMILES: C=Cc1cc(CCCCCCCCCOC)c(P(O)Br)c2c1N(B(O)OC)c1c(P(O)(O)=S)cc(CC(=O)F)c(OC[C@@H](C)O)c1S2
total charge: 0
2S+1: 1

Cartesian coordinates (Å):
Br  0.065  -4.993  0.396
S  -3.505  5.713  2.808
S  0.985  0.268  1.452
P  -2.266  4.665  3.878
P  0.130  -2.796  -0.313
F  0.678  6.970  -2.188
O  -3.159  3.484  4.719
O  -0.879  -0.211  5.191
O  0.150  2.109  5.318
O  0.807  4.628  -2.202
O  -1.564  5.732  5.046
O  2.310  2.582  -0.226
O  2.277  -5.537  -2.767
O  1.770  -2.369  -0.097
O  4.733  2.435  -2.182
N  -1.348  1.448  3.350
C  -2.991  -2.225  -2.069
C  0.550  2.089  1.546
C  -2.524  -2.371  0.987
C  -1.036  -1.835  0.807
C  -0.698  -0.525  1.604
C  1.624  5.751  -0.108
C  -0.601  2.444  2.552
C  0.300  -1.063  5.077
C  -0.925  -2.714  -3.772
C  -2.481  -2.320  -3.625
C  2.001  -4.143  -4.909
C  -2.972  -3.666  -1.363
C  0.928  4.623  0.786
C  5.296  4.768  -1.354
C  0.459  -4.586  -5.061
C  -0.193  5.023  1.815
C  1.324  3.106  0.660
C  -3.130  -3.651  0.244
C  -1.692  0.224  2.564
C  -0.965  3.967  2.702
C  -3.161  -0.327  2.759
C  -0.564  -3.329  -5.252
C  -5.415  1.004  3.249
C  1.014  5.710  -1.592
C  -3.523  -1.613  1.959
C  -4.169  0.415  3.743
C  3.120  -5.639  -1.569
C  3.635  3.140  0.022
C  2.612  -4.293  -3.433
C  4.209  3.591  -1.439
B  -0.665  1.103  4.637
H  1.344  6.773  0.361
H  2.372  -3.353  -2.802
H  -2.636  3.087  5.460
H  1.099  -0.484  4.490
H  3.942  1.883  -2.416
H  2.774  5.701  -0.085
H  3.325  3.979  -2.085
H  -2.570  -1.232  -4.023
H  1.095  1.839  5.270
H  -0.020  -2.042  4.546
H  0.366  -5.249  -6.010
H  -0.103  -2.530  -5.946
H  -1.543  -3.761  -5.657
H  -0.282  -1.750  -3.689
H  0.659  -1.327  6.139
H  -3.853  -4.299  -1.774
H  -3.162  -2.968  -4.276
H  -6.432  0.477  3.423
H  4.299  2.249  0.363
H  2.608  -4.773  -5.669
H  6.330  4.390  -1.028
H  4.236  -5.708  -1.817
H  -2.324  -1.434  -1.582
H  2.122  -2.609  0.792
H  -0.476  6.134  1.929
H  5.432  5.163  -2.438
H  3.636  3.994  0.781
H  0.134  -5.248  -4.176
H  -4.275  -3.675  0.447
H  -3.901  0.479  4.868
H  -4.070  -1.844  -2.073
H  -4.596  -2.020  2.107
H  3.771  -4.289  -3.545
H  2.085  -3.033  -5.234
H  -2.745  -4.654  0.683
H  -5.445  2.020  2.699
H  2.977  -4.679  -0.947
H  4.935  5.670  -0.726
H  -2.026  -4.296  -1.600
H  -1.817  6.661  4.804
H  -0.583  -3.525  -3.024
H  2.762  -6.505  -0.886

Cartesian forces (eV/Å) of the 3 atoms listed first:
0.185 0.810 0.357
0.329 -0.359 0.262
-1.702 1.087 0.100

Mulliken population analysis, charges in e, atoms 1 to 6: number 1, Br, carries -0.2399; number 2, S, carries -0.3718; number 3, S, carries -0.2050; number 4, P, carries 0.3751; number 5, P, carries 0.3616; number 6, F, carries -0.2803